Entry 1:
DFT (the ωB97M-V functional and the def2-TZVPD basis) results for C36H34F5O8PSSb as an isolated structure in a non-equilibrium geometry.

Cartesian coordinates (Å):
Sb: 6.799 3.263 -4.188
S: 8.339 5.711 -2.178
P: 5.590 5.505 -4.731
F: 2.450 1.223 -2.864
F: 10.503 5.196 -4.937
F: 3.858 0.899 -1.229
F: 7.644 -0.530 -2.160
F: 3.596 -0.591 -2.767
O: 4.641 1.235 -3.290
O: 9.670 5.456 -1.669
O: -2.729 1.317 0.682
O: -9.613 -1.125 5.742
O: 7.528 6.719 -1.526
O: 6.551 6.655 -4.893
O: -8.682 -6.359 5.029
O: -1.822 -3.907 -0.130
C: -1.173 -0.354 0.073
C: 0.342 -2.147 -0.463
C: 1.366 -1.229 -0.622
C: -5.711 -2.681 0.763
C: -12.574 -5.139 5.938
C: -0.935 -1.717 -0.124
C: -5.938 -1.331 1.011
C: -11.303 -5.581 5.613
C: -5.767 -2.323 4.611
C: -8.896 -5.172 5.161
C: -10.260 -4.670 5.498
C: -3.621 -0.860 0.583
C: -0.139 0.559 -0.093
C: 7.647 1.266 -3.760
C: 7.434 4.196 -2.216
C: -2.023 -2.719 0.017
C: -10.498 -3.311 5.704
C: -7.810 -4.166 4.990
C: 10.398 3.148 -3.751
C: -7.031 -1.884 4.969
C: -11.773 -2.874 6.041
C: -9.405 -2.305 5.555
C: -12.808 -3.786 6.158
C: -6.537 -4.601 4.641
C: -2.519 0.143 0.466
C: 1.130 0.133 -0.454
C: 7.713 0.872 -2.315
C: -4.897 -0.423 0.920
C: -5.519 -3.682 4.452
C: 3.663 0.731 -2.559
C: 4.911 2.654 -3.124
C: -8.056 -2.802 5.162
C: 9.973 3.881 -5.017
C: -4.440 -3.123 0.438
C: -3.390 -2.216 0.351
C: 8.497 3.996 -5.385
H: 9.601 2.946 -3.045
H: 8.655 1.170 -1.847
H: 11.154 3.748 -3.246
H: -7.236 -0.830 5.098
H: 4.083 3.208 -3.581
H: -6.930 -0.989 1.276
H: -4.972 -1.606 4.452
H: 6.516 4.470 -1.691
H: 1.919 0.841 -0.621
H: -4.531 -4.023 4.174
H: 7.991 3.506 -1.581
H: -11.940 -1.818 6.205
H: -13.386 -5.850 6.022
H: -5.058 0.630 1.106
H: 6.074 2.607 -5.666
H: -11.104 -6.631 5.444
H: 0.521 -3.205 -0.601
H: 8.434 6.074 -3.476
H: -6.527 -3.389 0.829
H: 6.890 1.283 -1.724
H: 10.511 3.443 -5.863
H: 8.296 5.057 -5.567
H: 4.600 5.792 -3.746
H: 8.606 1.132 -4.263
H: 4.924 2.912 -2.063
H: 8.328 3.516 -6.352
H: -6.360 -5.661 4.516
H: 4.781 5.313 -5.885
H: -13.801 -3.444 6.418
H: 6.948 0.591 -4.260
H: 10.868 2.195 -4.009
H: -4.245 -4.170 0.249
H: -0.343 1.610 0.058
H: 2.357 -1.577 -0.880

For the orbital gap, the calculation gives 4.9 eV. The LUMO energy is -0.008 hartree. As for the total charge: -1. The value obtained for the HOMO energy is -5.17 eV.

=====

Entry 2:
DFT (the ωB97M-V functional and the def2-TZVPD basis) results for C36H34F6N8NaO6PS4 as an isolated structure in a non-equilibrium geometry.

Cartesian coordinates (Å):
S: 2.278 -0.198 -2.837
S: -0.101 -1.465 -2.616
S: -2.104 2.036 -1.730
S: -3.913 4.943 -2.207
P: -2.557 3.622 -2.827
Na: 0.518 0.485 -0.355
F: 1.132 1.053 -4.881
F: -1.822 -3.394 -2.550
F: -0.163 -3.779 -3.892
F: 0.110 -3.959 -1.755
F: 2.316 -0.672 -5.441
F: 3.290 1.164 -4.835
O: 1.569 0.848 -2.126
O: 0.477 6.610 0.126
O: -0.484 -1.102 -1.268
O: 1.645 0.436 1.426
O: -0.788 -0.869 -3.720
O: 3.668 -0.406 -2.581
N: 1.485 -1.564 -2.804
N: -1.919 -1.934 3.951
N: 1.214 3.867 5.727
N: 0.967 5.071 5.482
N: -0.607 1.958 1.561
N: -2.475 -3.392 2.077
N: -0.209 -3.384 2.987
N: -1.027 -1.467 1.738
C: 1.639 5.515 1.833
C: -2.936 -2.775 3.322
C: -0.355 6.732 2.411
C: 2.235 0.370 -4.606
C: -1.279 -4.180 2.386
C: -0.186 6.330 3.736
C: -1.024 5.788 -3.776
C: -1.709 2.664 1.646
C: -2.993 3.053 -4.523
C: -1.530 -0.893 2.982
C: 0.247 3.913 -2.989
C: 0.131 -2.299 2.047
C: -2.631 1.504 -6.335
C: 0.106 2.836 3.704
C: 1.772 5.097 3.137
C: 0.150 6.451 -4.097
C: -4.200 3.303 -6.595
C: 1.121 2.895 4.706
C: -3.553 2.191 -7.115
C: -2.067 -2.309 1.163
C: 0.555 6.307 1.453
C: -0.501 -3.258 -2.712
C: -2.355 1.930 -5.045
C: -2.036 3.418 2.786
C: 2.135 1.956 4.665
C: -0.739 -2.764 4.204
C: 1.379 5.847 -3.863
C: -1.137 3.499 3.808
C: 2.330 1.102 3.586
C: -3.920 3.732 -5.303
C: -0.787 7.004 -0.377
C: 0.836 5.475 4.100
C: 1.468 1.129 2.461
C: 0.288 2.013 2.579
C: -0.987 4.512 -3.219
C: 1.425 4.578 -3.308
H: 0.107 7.447 -4.525
H: 3.172 0.423 3.554
H: -0.691 7.022 -1.460
H: 2.377 4.097 -3.117
H: 2.580 4.428 3.406
H: -2.368 2.630 0.786
H: 0.915 -1.674 2.472
H: 0.506 -2.739 1.120
H: 0.275 2.924 -2.555
H: -3.224 -3.566 4.022
H: -1.200 7.349 2.144
H: 2.846 1.967 5.486
H: -2.937 -1.692 0.930
H: -4.930 3.836 -7.193
H: -2.130 0.626 -6.725
H: -1.370 4.058 4.705
H: -1.068 8.002 -0.021
H: -2.988 3.930 2.832
H: -1.986 6.263 -3.931
H: -4.426 4.589 -4.876
H: -1.560 6.283 -0.101
H: -0.907 -4.627 1.461
H: -0.899 6.640 4.491
H: -0.755 -0.271 3.431
H: -3.772 1.855 -8.122
H: -3.814 -2.162 3.105
H: -1.698 -2.750 0.237
H: -2.396 -0.266 2.763
H: -1.555 -4.982 3.079
H: -1.009 -3.554 4.913
H: 2.297 6.369 -4.106
H: 0.039 -2.140 4.648
H: -1.663 1.377 -4.422
H: 2.335 5.190 1.071

For the orbital gap, the calculation gives 6.0 eV. Its energy above the lowest of the compared OMol25 structures with the same formula, charge and spin is 13.0 kcal per mole. The LUMO energy is 0.135 hartree. As for the total charge: -2. The value obtained for the HOMO energy is -2.36 eV.

=====

Entry 3:
DFT (the ωB97M-V functional and the def2-TZVPD basis) results for a 3-piece molecular cluster, C36H35BN2O9 overall in a non-equilibrium geometry.

Cartesian coordinates (Å):
O: -9.052 -2.682 2.260
O: 2.630 0.446 -3.610
O: -0.205 3.509 1.927
O: -3.800 -4.321 0.890
O: -4.034 -2.314 0.140
O: -7.333 -3.886 3.413
O: 0.730 6.496 -2.407
O: 7.466 -1.761 -3.066
O: -2.664 -0.813 2.230
N: -3.223 -4.665 2.128
N: -5.233 -2.802 2.031
C: 5.608 -1.401 -4.464
C: -0.504 2.280 -0.566
C: -3.328 -1.599 3.202
C: 0.698 6.122 2.341
C: 0.092 4.397 -1.556
C: 5.792 -0.410 -2.112
C: 0.506 5.584 1.074
C: 6.379 -1.237 -3.201
C: -4.815 -1.684 2.900
C: 0.543 5.808 -1.424
C: -0.126 3.609 -0.423
C: 4.025 0.993 -1.259
C: 3.619 -1.028 -5.776
C: 4.540 0.187 -2.268
C: -0.478 2.531 -2.957
C: 1.446 8.182 1.349
C: 4.750 1.192 -0.096
C: -6.562 -2.498 1.447
C: 5.988 0.579 0.068
C: 4.335 -0.842 -4.601
C: -0.095 3.855 -2.822
C: 0.769 6.357 -0.059
C: 3.741 -0.032 -3.503
C: -0.385 -1.735 2.575
C: 1.166 7.418 2.478
C: 0.035 4.178 0.942
C: -1.540 -5.826 3.379
C: -2.131 -5.591 1.961
C: 6.163 -2.123 -5.514
C: -0.674 1.740 -1.829
C: 5.450 -2.294 -6.689
C: 1.244 7.655 0.085
C: 4.175 -1.752 -6.817
C: 6.508 -0.220 -0.937
C: -1.337 -0.523 2.627
C: -4.323 -3.053 0.969
B: -7.719 -3.035 2.406
H: 1.459 8.251 -0.792
H: 5.886 -2.853 -7.507
H: -5.135 -0.696 2.540
H: 0.615 -1.403 2.296
H: -0.792 -2.470 1.877
H: -1.121 -6.825 3.478
H: 4.351 1.826 0.686
H: -1.393 -0.065 3.626
H: -3.235 -1.038 4.152
H: -0.661 1.666 0.310
H: -2.340 -5.695 4.114
H: 3.616 -1.893 -7.734
H: 0.484 5.526 3.218
H: 1.318 7.834 3.466
H: -9.558 -3.507 2.299
H: -6.726 -1.416 1.324
H: -6.657 -2.936 0.449
H: -3.916 -4.973 2.804
H: -8.101 -4.066 3.977
H: 1.821 9.192 1.458
H: 2.629 -0.603 -5.879
H: -0.980 0.244 1.939
H: -0.961 0.702 -1.938
H: -0.358 -2.194 3.567
H: 7.153 -2.547 -5.413
H: -0.806 -5.039 3.547
H: -2.446 -6.553 1.534
H: -1.347 -5.126 1.366
H: -2.847 -2.567 3.367
H: 3.059 1.466 -1.385
H: 0.063 4.467 -3.700
H: 6.550 0.729 0.982
H: -5.319 -1.842 3.861
H: 7.473 -0.692 -0.810
H: -0.619 2.109 -3.944

For the orbital gap, the calculation gives 7.8 eV. The LUMO energy is -0.034 hartree. As for the SMILES: O=C1c2ccccc2C(=O)c2ccccc21.O=C1c2ccccc2C(=O)c2ccccc21.CCNOC(=O)N(CCOCC)CB(O)O. The value obtained for the HOMO energy is -8.69 eV.

=====

Entry 4:
DFT (the ωB97M-V functional and the def2-TZVPD basis) results for C36H35CsI2N12O4S5 as an isolated structure in a non-equilibrium geometry.

Cartesian coordinates (Å):
Cs: 0.942 -0.093 0.179
I: 3.667 2.171 0.157
I: 4.162 5.393 -0.122
S: -0.257 0.091 -5.966
S: -0.157 0.837 2.934
S: -1.637 5.446 0.222
S: -5.046 0.122 -0.825
S: 0.517 -5.293 -2.669
O: 0.891 1.428 2.118
O: 2.277 0.459 -1.852
O: 0.277 -0.077 3.974
O: 1.994 -2.494 0.385
N: -3.081 -1.201 -2.218
N: -1.175 3.062 -0.617
N: 0.724 4.432 -0.700
N: -0.540 -0.672 -3.562
N: -2.821 -1.392 1.471
N: -1.129 0.113 1.909
N: -2.670 0.932 -1.306
N: 3.799 -0.779 -0.612
N: 3.677 0.075 0.473
N: -2.400 5.640 5.684
N: -0.697 -3.097 -2.267
N: -3.029 0.053 3.361
C: 3.540 -1.769 2.033
C: 3.715 -0.418 1.719
C: -0.239 -3.076 -3.578
C: -0.523 -4.390 -0.182
C: -0.471 0.410 -4.269
C: 4.029 0.511 2.867
C: -0.465 1.800 -3.701
C: 2.765 -4.148 1.875
C: -2.950 4.319 0.189
C: -0.231 -1.591 -5.657
C: -4.732 -1.557 2.907
C: 4.366 -3.413 -3.787
C: -4.581 1.670 -0.213
C: -0.372 -1.805 -4.329
C: -2.508 3.138 -0.290
C: 3.914 -3.060 -5.060
C: 3.208 -1.874 -5.229
C: -4.184 -0.524 3.649
C: -2.338 -0.400 2.278
C: 0.423 -4.187 -3.973
C: 3.115 -0.468 -1.701
C: -0.731 3.475 3.183
C: -0.580 4.200 -0.404
C: 2.946 -1.052 -4.133
C: -3.454 -0.074 -1.503
C: -2.004 3.235 5.632
C: -1.503 2.110 5.007
C: -3.978 -1.938 1.805
C: 4.123 -2.580 -2.702
C: 3.410 -1.391 -2.869
C: -1.248 4.604 3.808
C: -0.347 -4.186 -1.657
C: 2.754 -2.726 1.334
C: -0.875 2.227 3.768
C: -1.898 4.492 5.028
C: -3.304 1.923 -0.572
H: 4.467 -2.832 -1.706
H: 0.335 -3.877 0.267
H: -3.201 5.456 6.266
H: 4.070 -0.080 3.779
H: 2.389 -0.125 -4.239
H: -2.579 6.412 5.062
H: -5.256 2.272 0.381
H: -2.486 3.150 6.603
H: 4.108 -3.708 -5.909
H: 3.926 -2.073 2.993
H: -0.202 3.560 2.240
H: -3.951 4.602 0.483
H: -1.435 -3.889 0.151
H: -0.090 -2.319 -6.446
H: 2.849 -1.587 -6.213
H: 1.836 -4.329 2.425
H: -1.209 1.873 -2.905
H: 3.245 1.260 2.989
H: 0.513 1.974 -3.237
H: 1.221 5.249 -0.377
H: -3.469 -2.062 -1.874
H: 1.312 3.623 -0.827
H: -4.706 -0.134 4.523
H: 0.918 -4.375 -4.917
H: -0.530 -5.441 0.111
H: -5.674 -2.025 3.158
H: 3.610 -4.344 2.538
H: 4.913 -4.340 -3.643
H: -2.073 -1.261 -2.340
H: -1.142 5.577 3.336
H: -4.338 -2.734 1.151
H: 2.794 -4.839 1.030
H: -1.576 1.135 5.473
H: -0.641 2.561 -4.464
H: 4.971 1.034 2.714

For the orbital gap, the calculation gives 5.6 eV. Its energy above the lowest of the compared OMol25 structures with the same formula, charge and spin is 67.9 kcal per mole. The LUMO energy is 0.127 hartree. As for the total charge: -2. The value obtained for the HOMO energy is -2.17 eV.

=====

Entry 5:
DFT (the ωB97M-V functional and the def2-TZVPD basis) results for C36H35F7N3SeW as an isolated structure in a non-equilibrium geometry.

Cartesian coordinates (Å):
W: -0.033 -0.328 0.290
Se: 1.813 -0.600 -1.322
F: -2.107 -2.883 -3.341
F: 1.548 -5.053 0.051
F: -8.675 -0.826 4.355
F: 0.818 -6.366 -2.123
F: -1.339 -1.512 -1.131
F: -7.644 -1.769 6.009
F: -7.740 0.390 5.878
N: 1.137 -0.229 2.168
N: -0.442 1.257 -0.387
N: 0.499 -2.318 0.495
C: 0.673 -4.472 -0.782
C: -0.865 2.806 -3.697
C: 3.950 0.837 -4.505
C: -1.203 -3.438 -2.534
C: 5.366 2.853 -5.002
C: -6.153 0.307 3.423
C: -0.688 4.529 -2.024
C: -0.758 1.833 -2.718
C: -0.603 2.217 -1.389
C: -4.192 -1.631 3.782
C: 0.949 2.279 2.609
C: -4.996 0.360 2.673
C: 2.700 0.640 -2.470
C: 0.156 -3.209 -0.506
C: 3.101 1.923 -2.081
C: 0.273 -5.170 -1.912
C: -6.326 -0.711 4.355
C: 3.097 0.092 -3.709
C: -0.588 3.563 -1.037
C: 2.202 -1.274 1.967
C: 0.408 -0.488 3.466
C: 2.695 2.604 -0.807
C: -2.803 -0.562 2.072
C: -7.602 -0.737 5.158
C: -0.796 -2.763 -1.414
C: 2.640 -1.253 -4.222
C: 4.412 2.093 -4.124
C: 3.963 2.619 -2.925
C: -0.657 -4.677 -2.807
C: -5.352 -1.678 4.538
C: 1.844 1.095 2.311
C: -0.820 4.153 -3.355
C: 1.716 -2.564 1.281
C: -1.780 -0.516 1.412
C: -0.057 -1.909 3.719
C: -4.004 -0.613 2.848
H: 5.662 3.796 -4.547
H: -0.671 5.576 -1.752
H: -0.493 3.843 0.005
H: 2.395 1.244 1.387
H: 0.541 2.247 3.617
H: 1.535 -3.350 2.012
H: 4.288 3.610 -2.627
H: -0.893 4.910 -4.125
H: 0.124 2.361 1.903
H: 1.553 3.184 2.528
H: -6.926 1.053 3.289
H: -0.434 0.195 3.491
H: -0.797 0.781 -2.974
H: 4.260 0.426 -5.460
H: 2.529 -2.902 0.636
H: -0.990 2.511 -4.730
H: 1.897 2.075 -0.299
H: 4.916 3.070 -5.972
H: 2.972 -0.810 1.358
H: 3.369 -2.031 -3.982
H: 0.773 -2.588 3.914
H: -0.942 -5.241 -3.684
H: 3.550 2.696 -0.131
H: -4.846 1.146 1.946
H: 2.542 -1.216 -5.307
H: -5.501 -2.466 5.262
H: 6.267 2.266 -5.188
H: 2.640 -1.535 2.933
H: -0.672 -1.889 4.619
H: -0.662 -2.299 2.906
H: 2.573 0.967 3.116
H: 1.115 -0.196 4.248
H: 1.681 -1.564 -3.814
H: -3.428 -2.387 3.909
H: 2.342 3.612 -1.022

For the orbital gap (spin up / spin down), the calculation gives 5.7 / 5.7 eV. Its energy above the lowest of the compared OMol25 structures with the same formula, charge and spin is 38.6 kcal per mole. The LUMO energy (spin up / spin down) is -0.184 / -0.184 hartree. As for the total charge: +1. The value obtained for the HOMO energy (spin up / spin down) is -10.68 / -10.68 eV.